This record from the Open Molecules 2025 dataset describes a molecular structure, C15H30AsFIO5RbS. The level of theory is ωB97M-V with the def2-TZVPD basis set.

Geometry as XYZ:
```
55
Properties=species:S:1:pos:R:3:mulliken_charge:R:1
C 2.62362 2.41290 0.30809 -2.064
C 2.28252 0.92776 0.08112 1.981
C 3.69280 0.22811 0.23173 -2.410
C 1.71353 0.77140 -1.33028 -1.517
As 0.11873 -0.43035 -1.61149 -0.061
I -0.58393 1.22713 -3.70628 -0.092
C 1.05594 -1.57507 -3.00103 -0.861
C 2.27133 -2.23638 -2.50275 0.048
O 2.52883 -3.39450 -2.63093 -0.542
C 0.55901 -1.71532 -0.14756 -1.152
C 0.18128 -3.15254 -0.44791 0.330
C 0.52828 -4.18457 0.54268 -0.870
O -0.78998 -3.75298 0.35021 -0.438
O -0.80560 0.50261 -0.29668 -0.344
C -1.55917 1.66664 -0.47110 -0.951
C -2.29125 2.04066 0.85710 0.386
C -3.79620 2.13601 0.60761 -2.003
C -1.95136 1.08881 2.00937 1.102
C -0.53406 1.38592 2.52955 -1.044
C -2.92478 1.29153 3.18291 -2.033
S -2.00018 -1.62482 -1.90840 1.306
O -1.87459 -2.77156 -2.75856 -0.724
O -2.59381 -1.77478 -0.61351 -0.567
F -2.99059 -0.65795 -2.67380 -0.265
H 3.51709 2.67920 -0.24571 0.467
H 1.79209 3.03764 0.00344 0.458
H 2.79870 2.61035 1.36404 0.444
H 1.57411 0.69057 0.88772 -0.645
H 4.25106 0.41564 -0.67639 0.466
H 3.62829 -0.84872 0.44118 0.771
H 4.23712 0.66003 1.07578 0.680
H 1.35578 1.74605 -1.63159 0.628
H 2.52002 0.53904 -2.02032 0.645
H 1.36642 -0.86872 -3.76688 0.677
H 0.43635 -2.31784 -3.49124 0.405
H 3.00398 -1.61594 -1.95991 0.341
H 1.61843 -1.80461 0.00341 -0.022
H 0.00080 -1.49220 0.75826 0.991
H 0.23632 -3.46129 -1.48201 0.611
H 1.00938 -3.78922 1.42339 0.192
H 0.78518 -5.13341 0.09854 0.336
H -0.93101 2.50749 -0.76708 0.118
H -2.33136 1.53780 -1.22268 0.428
H -1.97307 3.03212 1.17961 0.547
H -3.99219 2.51525 -0.39152 0.534
H -4.26500 1.15711 0.65484 0.371
H -4.28279 2.81500 1.29860 0.423
H -2.05670 0.05161 1.71376 0.016
H 0.00191 2.04054 1.84867 0.133
H -0.56803 1.87686 3.49730 0.592
H 0.05397 0.47480 2.64681 -0.065
H -3.02086 2.34373 3.43482 0.391
H -2.51793 0.78588 4.05696 0.531
H -3.89379 0.84282 3.00089 0.399
Rb 2.78533 -1.43627 1.66724 0.921
```

- total charge = 0
- highest occupied orbital energy (eV) = -8.16
- gap between HOMO and LUMO (eV) = 6.78